# 1
This record from the OMol25 dataset describes a single C4H6N2O molecule. The level of theory is ωB97M-V/def2-TZVPD.

SMILES   [H]/N=C(\C#N)OCC
Energy above the lowest of the compared OMol25 structures with the same formula, charge and spin   59.39 kcal per mole
Orbital gap   0.4012 Eh

Structure (XYZ):
```
13
Properties=species:S:1:pos:R:3:forces:R:3:nbo_charge:R:1
C 0.179976 -1.500723 -1.602029 0.6 0.5 0.5 -0.633
C 0.466864 -0.738362 -0.273114 0.8 0.3 0.6 -0.141
O -0.525069 0.310220 -0.195366 -0.2 0.0 0.5 -0.455
C -0.187404 1.161003 0.759125 0.4 0.3 0.3 0.477
N 0.815192 0.926949 1.510386 -0.4 0.5 0.0 -0.685
C -1.013752 2.360242 0.797591 -0.5 0.8 0.1 0.202
N -1.641803 3.325559 0.895299 0.6 -0.9 -0.1 -0.247
H 0.299218 -0.851751 -2.472950 0.1 0.0 0.1 0.217
H 0.879312 -2.335213 -1.690632 0.0 0.1 0.0 0.220
H -0.842530 -1.930574 -1.651077 0.5 0.4 0.4 0.222
H 1.410887 -0.102186 0.233285 -1.1 -2.1 -2.7 0.263
H 0.343840 -1.411470 0.581087 -0.4 -0.1 -0.1 0.183
H 1.131426 1.708060 2.058813 -0.3 0.3 0.4 0.378
```
Positions in Å, forces in eV/Å.

---

# 2
This record from the OMol25 dataset describes a single C4H6N2O molecule. The level of theory is ωB97M-V/def2-TZVPD.

SMILES   Nc1ccc(O)[nH]1
Energy above the lowest of the compared OMol25 structures with the same formula, charge and spin   20.60 kcal per mole
Orbital gap   0.3031 Eh

Structure (XYZ):
```
13
Properties=species:S:1:pos:R:3:forces:R:3:nbo_charge:R:1
N 1.372359 -0.162868 -1.869004 0.0 -0.2 0.0 -0.835
C 0.589965 -0.171549 -0.693065 -0.1 -0.1 0.2 0.255
C 0.762967 -0.777866 0.518526 0.0 0.0 -0.2 -0.323
C -0.252497 -0.292936 1.407128 -0.2 0.1 0.0 -0.403
C -1.032667 0.553504 0.666239 0.2 -0.2 0.0 0.431
O -2.154525 1.267757 0.946376 0.0 0.0 0.2 -0.670
N -0.525096 0.642325 -0.596493 0.0 0.0 0.0 -0.542
H 1.069954 -0.849838 -2.552456 0.0 0.1 0.1 0.367
H 2.337641 -0.362862 -1.630572 -0.1 0.1 -0.1 0.377
H 1.494767 -1.547539 0.720391 0.1 0.2 0.1 0.217
H -0.360960 -0.510797 2.461795 -0.1 -0.1 -0.2 0.218
H -2.408459 1.064367 1.854552 0.0 0.1 -0.1 0.489
H -0.915185 1.192390 -1.344382 0.1 0.0 0.1 0.420
```
Positions in Å, forces in eV/Å.